{
  "formula": "C4H6N3",
  "method": "wB97M-V/def2-TZVPD",
  "species": ["C", "C", "N", "C", "N", "N", "C", "H", "H", "H", "H", "H", "H"],
  "positions_angstrom": [[-0.044, 2.091, -0.077], [0.460, 0.857, 0.130], [1.831, 0.748, 0.058], [2.183, -0.457, -0.129], [1.053, -1.290, 0.036], [-0.061, -0.467, 0.087], [-1.276, -0.851, -0.057], [-1.152, 2.291, -0.032], [0.559, 2.860, -0.349], [3.123, -0.764, -0.186], [0.944, -2.282, -0.170], [-1.367, -2.016, -0.147], [-1.911, 0.017, -0.114]],
  "forces_ev_per_a": [[-4.5, -3.4, 1.1], [1.4, 2.4, -0.9], [1.7, 0.3, -0.8], [-5.3, 1.8, 1.7], [0.0, -0.4, -0.2], [0.3, -1.1, -0.3], [1.2, -2.1, 0.0], [1.3, -0.2, -0.2], [2.0, 2.0, -0.2], [3.8, -1.8, -0.4], [-0.1, 0.5, 0.0], [-0.8, 2.7, 0.1], [-1.1, -0.6, 0.1]],
  "nbo_charge": [-0.231, 0.191, -0.395, 0.276, -0.409, -0.079, 0.005, 0.217, 0.249, 0.230, 0.439, 0.257, 0.251],
  "multiplicity": 1,
  "e_lumo_ev": [-5.79, -5.79],
  "largest_force_ev_per_a": 5.81,
  "mol_weight_g_mol": 96.11,
  "smiles": "C=c1nc[nH][n+]1=C",
  "total_charge": 1,
  "homo_ha": [-0.501, -0.501]
}